Density functional theory data (ωB97M-V/def2-TZVPD) for a structure of composition C21H20NO5Pd.

Structure (ORCA input):
```
! wB97M-V def2-TZVPD RIJCOSX def2/J DEFGRID3
* xyz -1 1
Pd 0.06588 -0.63956 0.16304
O 4.09058 -0.13925 1.44413
C 2.86687 -0.05062 1.41523
O 2.12507 -0.64242 0.54755
C 2.20081 0.77935 2.52827
C 1.27206 -0.06309 3.42594
C 1.14800 0.61046 4.80041
C 0.24903 1.82562 4.44979
C -0.00726 1.58850 2.95176
O -0.03134 0.15617 2.87704
C 1.24962 1.96200 2.14748
C 0.95387 2.19748 0.65814
O 1.51092 3.12697 0.09395
O 0.04653 1.44752 0.12245
H 3.03177 1.16009 3.11925
H 1.48987 -1.12888 3.43903
H 0.65073 -0.05606 5.50593
H 2.11639 0.89072 5.21355
H -0.68598 1.80294 5.00988
H 0.73426 2.78445 4.63228
H -0.93807 1.98638 2.55692
H 1.67815 2.89856 2.50212
N 0.00240 0.20698 -2.59255
C -1.20257 0.18584 -3.28340
C -1.15425 0.51607 -4.64786
C -2.28300 0.65789 -5.42251
C -3.52019 0.51415 -4.81347
C -3.57104 0.12953 -3.48731
C -2.44463 -0.15498 -2.69214
C -2.72871 -0.78392 -1.33918
C -3.98663 -1.41928 -1.25285
C -4.54453 -1.87322 -0.07361
C -3.83743 -1.71925 1.10550
C -2.54377 -1.23297 1.03190
C -1.93701 -0.81392 -0.16251
H 0.00073 0.81018 -1.77090
H 0.77950 0.46400 -3.18381
H -0.17793 0.71153 -5.07840
H -2.19785 0.93130 -6.46707
H -4.43776 0.70148 -5.35637
H -4.55115 0.06003 -3.04132
H -4.55245 -1.59443 -2.15584
H -5.51898 -2.34673 -0.08762
H -4.25875 -2.01948 2.05806
H -1.95393 -1.19302 1.94052
C 0.13123 -2.41867 -0.18214
H 1.09980 -2.88541 -0.38474
H -0.70315 -3.12431 -0.18095
*
```

Calculated values
**E_tot**: -1371.0721 Eh
**Strongest force on any atom**: 0.0097 hartree/bohr
**Kohn-Sham gap**: 6.78 eV
**Energy above the lowest of the compared OMol25 structures with the same formula, charge and spin**: 2.573 eV
**E_HOMO**: -4.997 eV



Density functional theory data (ωB97M-V/def2-TZVPD) for a structure of composition C21H21AgBrN4OS.

Structure (ORCA input):
```
! wB97M-V def2-TZVPD RIJCOSX def2/J DEFGRID3
* xyz -1 1
Ag -15.79682 -5.52544 6.74265
C -14.25940 -5.19678 12.22176
C -14.09524 -6.05123 11.15568
C -14.94443 -5.95922 10.03875
C -16.00175 -4.99760 10.00049
C -16.25212 -4.18944 11.18754
C -15.44823 -4.42101 12.30781
N -16.69664 -4.85293 8.80818
C -17.83216 -4.16359 8.69121
C -18.80498 -3.99072 9.68378
C -19.84637 -3.09297 9.54712
C -20.08163 -2.31657 8.38250
C -19.30895 -2.69680 7.24839
C -18.16314 -3.48063 7.41381
N -17.30818 -3.85893 6.41871
N -17.42541 -3.14420 5.33386
C -16.54489 -3.49809 4.37828
C -16.57984 -2.58238 3.21925
C -15.39240 -2.45802 2.50711
C -14.44230 -3.48893 2.65168
C -14.59201 -4.41017 3.67293
N -15.68187 -4.48817 4.44826
H -13.53029 -5.16226 13.03113
H -13.28425 -6.78314 11.17027
H -14.78276 -6.59590 9.14501
H -17.10026 -3.49672 11.27535
H -15.76221 -4.00701 13.26715
H -18.75695 -4.56388 10.59310
H -20.61622 -3.04335 10.33052
H -20.92927 -1.69061 8.24631
H -19.50438 -2.36121 6.24035
H -17.49950 -2.06208 3.03296
H -15.17264 -1.58224 1.86725
H -13.56112 -3.59860 1.98114
H -13.88690 -5.23207 3.84413
O -11.27727 -2.64827 6.83847
S -11.63564 -4.02965 7.30760
C -11.90502 -3.94810 9.14376
C -10.70456 -4.56247 9.79634
C -9.69039 -5.22032 8.86299
C -10.04729 -5.05351 7.39065
H -12.80202 -4.54845 9.30133
H -12.01996 -2.88776 9.28546
H -11.09702 -5.25842 10.53908
H -10.15487 -3.74703 10.30114
H -9.60079 -6.27512 9.08914
H -8.71010 -4.77038 9.10197
H -10.29429 -6.01795 6.93102
H -9.36020 -4.50170 6.70867
Br -13.58083 -6.64688 6.39727
*
```

Calculated values
**E_tot**: -4226.2497 Eh
**Strongest force on any atom**: 0.0830 hartree/bohr
**Kohn-Sham gap (alpha / beta)**: 5.45 / 5.44 eV
**Energy above the lowest of the compared OMol25 structures with the same formula, charge and spin**: 0.169 eV
**E_HOMO (alpha / beta)**: -3.920 / -3.917 eV



Density functional theory data (ωB97M-V/def2-TZVPD) for a structure of composition C21H21BrF6N3O2Rh.

Structure (ORCA input):
```
! wB97M-V def2-TZVPD RIJCOSX def2/J DEFGRID3
* xyz 2 1
Rh 0.02702 1.72068 -1.31163
C -5.15324 0.09900 -0.59984
C -4.11890 0.84760 -1.38695
C -4.41177 1.47546 -2.59674
C -3.44101 2.15860 -3.32836
C -2.18820 2.18407 -2.78555
Br -0.60210 2.92679 -3.54342
N -1.89237 1.60615 -1.62041
C -2.81127 0.92954 -0.92399
H -6.11735 0.12181 -1.10167
H -5.27449 0.53736 0.39088
H -4.85940 -0.94305 -0.47204
H -5.42033 1.42608 -2.98783
H -3.65929 2.63454 -4.27342
H -2.47165 0.47714 -0.00089
C 2.91668 -0.25165 3.92134
N 2.35825 0.60181 2.87771
N 1.21882 0.26895 2.20650
C 0.98941 1.21831 1.27389
O -0.08958 1.13805 0.52319
C 2.00513 2.16521 1.35675
C 2.85164 1.73848 2.37344
C 4.09316 2.36748 2.89642
C 0.41787 -0.88164 2.52236
C -0.24828 -0.92563 3.73869
C -1.01166 -2.04262 4.03864
C -1.11349 -3.08057 3.12041
C -0.45162 -3.01155 1.90184
C 0.32945 -1.90651 1.59668
H 2.69205 -1.28910 3.69042
H 2.50573 0.00849 4.89476
H 3.99364 -0.11309 3.92634
H 2.11065 3.07249 0.78636
H 4.28826 3.29430 2.36410
H 4.95275 1.70996 2.75952
H 4.00060 2.59220 3.95913
H -0.17507 -0.09749 4.43256
H -1.53018 -2.10144 4.98556
H -1.70946 -3.95078 3.35987
H -0.52908 -3.82568 1.19415
H 0.87257 -1.84317 0.66490
C 1.35286 -0.20935 -4.46665
C 1.16863 -0.57958 -3.00465
O 1.18724 0.53989 -2.14617
C 2.38325 -1.42078 -2.51996
F 2.30352 -1.70531 -1.21357
F 2.46797 -2.56189 -3.19225
F 3.50068 -0.72119 -2.71260
C -0.15212 -1.35431 -2.81321
F -0.20313 -2.44348 -3.55764
F -0.37459 -1.68449 -1.53675
F -1.18347 -0.55827 -3.18846
H 2.21759 0.44384 -4.55904
H 0.46852 0.29948 -4.84389
H 1.51916 -1.10112 -5.06881
*
```

Calculated values
**E_tot**: -4410.7540 Eh
**Strongest force on any atom**: 0.0098 hartree/bohr
**Kohn-Sham gap**: 6.47 eV
**Energy above the lowest of the compared OMol25 structures with the same formula, charge and spin**: 0.337 eV
**E_HOMO**: -14.869 eV